1.
24
Properties=species:S:1:pos:R:3 method="wB97M-V/def2-TZVPD" max_force_ev_per_a=3.91 relative_energy_kcal_mol=55.4 mol_weight_da=120.2 smiles=CC[C@H](C)NCN.O
C -1.2573 -2.7459 -0.6872
C -1.5711 -1.2811 -0.2062
C -0.4163 -0.6483 0.6091
C -0.9408 0.1923 1.7726
N 0.2798 0.2217 -0.4431
C 1.6651 0.6371 -0.1677
N 2.6602 -0.2958 -0.7363
H -0.8616 -2.5064 -1.6294
H -0.4815 -3.4003 -0.1069
H -2.2532 -3.3357 -0.7822
H -1.9226 -0.7537 -1.1538
H -2.4130 -1.3258 0.5869
H 0.1632 -1.4495 1.0673
H -1.4137 1.1241 1.4992
H -1.8607 -0.2668 2.3455
H -0.1314 0.3937 2.5586
H 0.0853 -0.2106 -1.3115
H 1.6698 1.5050 -0.8256
H 1.7198 0.9152 0.9284
H 2.3062 -0.6286 -1.7226
H 3.2664 -0.8950 -0.2629
O -0.4067 3.5283 -0.0986
H -0.0283 3.2647 0.7288
H -0.0482 2.9367 -0.7991



2.
24
Properties=species:S:1:pos:R:3 method="wB97M-V/def2-TZVPD" max_force_ev_per_a=6.36 relative_energy_kcal_mol=71.0 mol_weight_da=120.2 smiles=CCCNCCN.O
C 0.0191 -1.6798 -2.9207
C -0.0372 -2.6509 -1.8102
C -0.7258 -2.2981 -0.4610
N -0.0528 -1.1879 0.4143
C -0.5770 0.1130 -0.1373
C 0.3904 1.2986 0.0864
N 0.4646 1.7827 1.4658
H 0.7106 -0.8368 -2.6370
H 0.2906 -2.1727 -3.8899
H -0.9295 -1.2549 -3.3689
H 0.9345 -3.2704 -1.9505
H -0.6472 -3.6013 -2.0419
H -0.9483 -3.0967 0.2844
H -1.7632 -1.7353 -0.6453
H 0.9161 -1.3847 0.4086
H -0.5965 0.1350 -1.3249
H -1.4568 0.2865 0.3244
H 1.3864 0.9201 -0.1753
H 0.3578 2.2354 -0.4744
H 1.1734 1.2689 1.9527
H -0.4068 1.6459 2.0803
O 0.7033 5.2567 5.2533
H 0.2606 4.4059 5.1229
H 0.5336 5.8208 4.4443



3.
24
Properties=species:S:1:pos:R:3 method="wB97M-V/def2-TZVPD" max_force_ev_per_a=6.33 relative_energy_kcal_mol=203.8 mol_weight_da=120.2
C -1.3825 -0.5572 -0.0979
N -2.4239 0.4627 0.2290
C -3.7363 0.0235 0.5291
C -0.1408 0.0185 -0.7485
C 0.7115 0.7305 0.1138
C 1.4447 -0.1904 1.0705
N 2.8617 -0.0701 1.0155
H -1.8074 -1.2708 -0.8458
H -1.0794 -1.2869 0.9134
H -2.2825 1.1989 -0.4537
H -4.4895 0.3293 -0.2153
H -4.1415 0.4815 1.3997
H -3.8457 -1.0993 0.5892
H -0.5938 0.7077 -1.5246
H 0.5251 -0.5826 -1.2606
H 0.1851 1.5139 0.6082
H 1.3741 1.4981 -0.5073
H 0.9533 -0.0819 2.0584
H 1.1758 -1.1853 0.5307
H 1.0279 -2.2069 0.6937
H 3.2142 -1.0135 1.2906
H 2.9502 0.0497 -0.0303
H 3.0054 -0.1744 -2.5437
O 2.4231 0.0281 -1.8271



4.
24
Properties=species:S:1:pos:R:3 method="wB97M-V/def2-TZVPD" max_force_ev_per_a=2.92 relative_energy_kcal_mol=33.9 mol_weight_da=120.2 smiles=CNCCCNC.O
C -0.4553 3.7484 0.9219
N -0.1097 2.7664 -0.0836
C -0.3382 1.4963 0.5199
C -0.0261 0.3770 -0.4622
C -0.3168 -1.0039 0.1966
N 0.0983 -2.1570 -0.6833
C -0.4188 -3.4418 -0.1126
H -0.1592 4.7901 0.7127
H -0.0627 3.4632 1.9125
H -1.5566 3.6947 0.9511
H -0.5517 3.0461 -0.9686
H -1.4191 1.3200 0.6812
H 0.1679 1.4032 1.5000
H -0.4875 0.4892 -1.4623
H 1.0723 0.4243 -0.5911
H 0.2755 -1.1440 1.1213
H -1.3792 -1.1900 0.4460
H -0.3915 -2.0082 -1.5748
H -0.3153 -4.2299 -0.8773
H -1.4925 -3.2642 0.0666
H 0.0401 -3.7987 0.8248
O 2.9035 -1.5554 -1.2825
H 2.9434 -1.3712 -0.3167
H 1.9794 -1.8546 -1.4399



5.
24
Properties=species:S:1:pos:R:3 method="wB97M-V/def2-TZVPD" max_force_ev_per_a=2.25 relative_energy_kcal_mol=20.3 mol_weight_da=120.2 smiles=CCCCNCN.O
C 2.1448 -1.1186 -1.7809
C 0.7239 -0.6025 -2.0073
C -0.3137 -1.1758 -1.0595
C -0.0323 -1.0030 0.4406
N -0.8564 0.0756 1.0027
C -0.3440 0.7145 2.1931
N 0.7550 1.6510 2.0085
H 2.1291 -2.1007 -1.3076
H 2.7683 -0.4105 -1.2526
H 2.6408 -1.2715 -2.7431
H 0.3958 -0.8258 -3.0144
H 0.7281 0.4910 -1.9518
H -1.2840 -0.8621 -1.3022
H -0.3758 -2.2606 -1.2185
H 1.0236 -0.7578 0.5812
H -0.2259 -1.9277 0.9859
H -1.2356 0.6598 0.2788
H -1.2024 1.2018 2.6668
H -0.0686 -0.0540 2.8881
H 0.7920 2.0044 1.0671
H 1.6428 1.2504 2.2550
O -3.6135 2.0912 0.3082
H -3.0382 1.3312 0.4252
H -3.1534 2.8998 0.5367



6.
26
Properties=species:S:1:pos:R:3 method="wB97M-V/def2-TZVPD" max_force_ev_per_a=1.94 relative_energy_kcal_mol=59.2 mol_weight_da=152.2 smiles="CN[C@H](C=O)CCN.O.O"
C -0.3494 2.2307 0.8565
N 0.1166 0.9824 0.2025
C -0.6550 0.6116 -1.0146
C -1.9905 0.0632 -0.4713
O -2.1025 -1.0798 -0.1024
C 0.0844 -0.4318 -1.8987
C 0.8572 -1.5728 -1.2017
N 0.1546 -2.6980 -0.5880
H 0.5551 2.6674 1.3751
H -1.0567 2.0459 1.6975
H -0.6817 2.9592 0.1048
H 0.1270 0.1836 0.8374
H -0.8784 1.4883 -1.6609
H -2.8615 0.7170 -0.5047
H -0.5218 -0.9141 -2.6678
H 0.6972 0.2004 -2.5298
H 1.4867 -1.2187 -0.3753
H 1.4815 -2.0677 -1.9679
H -0.3105 -2.4555 0.2746
H -0.4424 -3.2898 -1.2148
O 3.2856 1.5725 1.0492
H 3.2678 1.9749 0.1695
H 2.3329 1.5787 1.2047
O -0.7096 -0.9028 2.7202
H -1.4694 -1.2302 2.2346
H -0.4173 -1.4147 3.4715



7.
26
Properties=species:S:1:pos:R:3 method="wB97M-V/def2-TZVPD" max_force_ev_per_a=2.59 relative_energy_kcal_mol=31.2 mol_weight_da=152.2 charge=+2
O -0.3105 1.6591 3.6648
C -0.2767 0.6186 3.0809
C -0.9140 0.5543 1.6539
C 0.0572 1.2272 0.6632
C -0.0669 0.6087 -0.7240
C -1.0638 0.8263 -1.5613
N 1.0145 -0.3063 -1.1173
N -2.2860 1.1414 1.7343
H 0.1347 -0.3065 3.5136
H -0.9177 -0.5224 1.4802
H -0.1665 2.2888 0.5561
H 1.0731 1.0938 1.0308
H -1.9822 1.2957 -1.2229
H -1.1850 0.3504 -2.5237
H 0.7725 -0.9091 -1.9443
H 1.3787 -0.9654 -0.4076
H 1.7891 0.2388 -1.4961
H -2.8649 0.7529 1.0230
H -2.2232 2.1502 1.5697
H -2.6704 1.0290 2.6650
H 1.4764 -3.4340 0.2781
H 2.8761 -3.0432 -0.0681
O 1.9946 -2.6643 0.0189
H 2.1871 -1.3895 -3.6592
H 0.8902 -1.2538 -4.5279
O 1.2839 -1.0408 -3.6801



8.
26
Properties=species:S:1:pos:R:3 method="wB97M-V/def2-TZVPD" max_force_ev_per_a=3.99 relative_energy_kcal_mol=35.1 mol_weight_da=184.3 charge=+2
C -0.8790 -2.4412 1.4735
C -1.4015 -3.5254 -1.4920
C 0.9707 4.6108 0.5470
C 0.1984 -2.5193 0.3106
C 0.3667 2.1607 0.4186
N -0.4504 -2.4317 -1.0058
N 1.4051 3.2141 0.2729
O -0.7858 2.3435 -0.2592
S 1.6734 -1.2285 0.3955
S 1.1441 0.2337 -0.7985
H -1.6776 -3.0627 1.1942
H -0.5056 -2.9085 2.2984
H -1.0931 -1.4514 1.6758
H -1.3875 -3.3239 -2.6119
H -1.0120 -4.4841 -1.2940
H -2.3506 -3.4690 -0.9549
H 1.1326 5.0012 1.5407
H 1.4225 5.2682 -0.1994
H -0.1965 4.6609 0.3428
H 0.6174 -3.4532 0.4424
H 0.1866 1.7567 1.4421
H -0.8539 -1.5022 -1.1517
H 0.4589 -2.3718 -1.6124
H 1.6041 3.3162 -0.7649
H 2.0853 2.9284 0.9304
H -0.6723 2.6783 -1.1404